# 1
Computed, not measured: a molecular structure, C42H52ClCsN8O9S2, with ωB97M-V/def2-TZVPD.

Last column: Mulliken charge in e.
Element x y z (Å)
Cs 0.960 -0.252 1.196  0.902
C 0.326 -2.422 -4.446  -1.377
C -1.054 -1.858 -4.306  0.840
C -1.650 -1.138 -5.320  -0.510
C -2.937 -0.630 -5.183  -0.863
C -3.629 -0.885 -4.008  -0.694
C -3.072 -1.620 -2.978  1.534
C -3.836 -1.909 -1.721  -1.335
C -1.743 -2.109 -3.088  -0.306
N -1.070 -2.661 -2.071  -0.119
C -1.431 -3.579 -1.209  -0.045
O -2.357 -4.412 -1.313  -0.845
C -0.538 -3.649 0.008  0.475
C -1.058 -4.181 1.188  -0.645
C -0.217 -4.327 2.275  -0.733
C 1.109 -3.954 2.152  -0.623
C 1.535 -3.399 0.945  -0.059
N 0.723 -3.251 -0.092  0.540
C 3.003 -3.120 0.688  -0.410
O 3.822 -3.984 1.061  -0.814
N 3.235 -1.968 0.108  0.680
C 4.370 -1.613 -0.552  -0.816
C 4.805 -2.309 -1.707  1.623
C 4.062 -3.541 -2.125  -1.399
C 5.861 -1.831 -2.460  -0.831
C 6.526 -0.665 -2.113  -0.747
C 6.104 0.029 -0.990  -0.398
C 5.048 -0.419 -0.213  0.501
C 4.581 0.380 0.965  -0.991
H 0.832 -2.028 -5.327  0.327
H 0.287 -3.510 -4.526  0.435
H 0.898 -2.188 -3.549  0.022
H -1.111 -0.975 -6.250  0.276
H -3.399 -0.061 -5.984  0.374
H -4.645 -0.512 -3.906  0.295
H -4.813 -1.422 -1.740  0.405
H -3.260 -1.573 -0.854  0.115
H -3.971 -2.985 -1.601  0.460
H -2.090 -4.508 1.219  0.566
H -0.587 -4.756 3.200  0.410
H 1.813 -4.110 2.961  0.542
H 2.999 -3.312 -2.220  0.181
H 4.157 -4.310 -1.360  0.280
H 4.437 -3.930 -3.073  0.399
H 6.170 -2.383 -3.342  0.295
H 7.355 -0.301 -2.708  0.332
H 6.602 0.952 -0.714  0.324
H 5.346 1.070 1.316  0.431
H 4.306 -0.277 1.789  0.253
H 3.697 0.964 0.696  -0.034
C -1.636 3.663 -4.238  -0.961
N -0.866 3.956 -3.054  0.288
C 0.384 4.651 -3.248  -1.114
C -1.168 3.544 -1.792  0.561
O -0.549 3.925 -0.827  -0.674
C -2.365 2.602 -1.687  -0.521
O -2.383 2.087 -0.387  -0.149
C -3.519 1.319 -0.090  -0.835
C -3.155 0.219 0.920  -0.062
O -2.009 -0.058 1.188  -0.315
N -4.218 -0.394 1.496  0.465
C -3.984 -1.454 2.453  -0.871
C -5.586 -0.236 1.074  -0.919
H -1.357 4.383 -5.009  0.386
H -2.703 3.770 -4.041  0.324
H -1.453 2.650 -4.615  0.226
H 0.212 5.713 -3.443  0.315
H 0.940 4.211 -4.077  0.403
H 0.966 4.549 -2.334  0.279
H -2.269 1.794 -2.429  0.251
H -3.290 3.177 -1.893  0.290
H -3.907 0.837 -0.997  0.532
H -4.302 1.978 0.325  0.170
H -2.966 -1.374 2.826  -0.034
H -4.115 -2.434 1.988  0.351
H -4.678 -1.340 3.289  0.426
H -5.875 0.814 1.029  0.327
H -6.220 -0.731 1.807  0.370
H -5.773 -0.697 0.099  0.224
C 0.991 -1.609 6.546  -0.894
N 0.553 -0.247 6.484  0.297
C 1.286 0.852 6.868  -0.650
C 0.628 1.955 6.470  -0.491
N -0.521 1.547 5.813  0.673
C -0.552 0.175 5.814  -0.011
S -1.824 -0.780 5.388  -0.500
C -1.133 2.364 4.845  -0.217
C -1.591 3.639 5.168  -0.858
C -2.067 4.434 4.138  -0.686
C -2.032 3.940 2.846  -1.072
C -1.562 2.650 2.642  -0.340
N -1.161 1.870 3.623  0.687
H 1.244 -1.879 7.574  0.308
H 1.861 -1.753 5.902  0.306
H 0.170 -2.231 6.190  0.287
H 2.226 0.755 7.371  0.460
H 0.886 2.990 6.538  0.415
H -1.566 3.998 6.186  0.531
H -2.437 5.432 4.344  0.369
H -2.339 4.532 1.999  0.542
H -1.481 2.241 1.651  0.863
O 1.722 0.724 3.836  -0.545
Cl 2.196 1.974 3.334  1.807
O 1.541 3.046 4.023  -0.732
O 3.593 2.076 3.588  -0.779
O 1.932 2.063 1.945  -0.692
C 3.470 1.138 -3.061  -0.472
S 1.707 0.817 -2.792  0.232
C 1.132 0.993 -4.512  -0.362
H 3.633 2.201 -3.238  0.319
H 3.820 0.544 -3.902  0.312
H 3.985 0.816 -2.160  -0.279
H 1.728 0.361 -5.166  0.362
H 1.201 2.034 -4.824  0.381
H 0.103 0.648 -4.525  -0.527

Forces on atoms 1 to 3 (eV/Å):
-0.9 -1.1 -0.8
-0.1 0.1 0.0
0.1 -0.2 0.0

Computed properties:
**Frontier orbital gap**: 5.523 eV
**Net charge**: -2

# 2
Computed, not measured: a single C5H5O4PS molecule, with ωB97M-V/def2-TZVPD.

Last column: Mulliken charge in e.
Element x y z (Å)
C 0.999 0.049 0.200  -0.599
C 0.413 -1.215 -0.060  -0.064
C 0.312 1.269 -0.041  -0.068
C -1.054 1.386 -0.221  -0.585
C -0.987 -1.450 -0.094  -0.637
O -5.013 1.282 -0.031  -0.529
O -5.183 -1.149 -0.054  -0.506
O -3.253 -0.131 1.221  -0.371
O -3.180 0.014 -1.072  -0.368
P -1.942 -0.033 -0.072  0.992
S -4.362 -0.007 0.125  1.045
H 2.081 0.277 0.285  0.266
H 0.904 -2.159 -0.177  0.333
H 1.031 2.014 -0.112  0.377
H -1.623 2.275 -0.703  0.324
H -1.203 -2.424 -0.495  0.392

Forces on atoms 1 to 3 (eV/Å):
0.3 0.3 -1.1
-1.3 1.1 1.4
-0.2 -2.7 0.8

Computed properties:
**Frontier orbital gap (alpha / beta)**: 9.136 / 9.137 eV
**Net charge**: 0

# 3
Computed, not measured: a single C3H3N3O2 molecule, with ωB97M-V/def2-TZVPD.

Last column: Mulliken charge in e.
Element x y z (Å)
N -0.921 1.039 -1.537  -0.283
C -0.410 1.354 -0.322  0.093
O -0.422 2.411 0.292  -0.563
C 0.098 0.065 0.298  0.901
N 0.497 -0.145 1.484  -0.535
C 0.948 -1.499 1.491  -0.006
N 0.568 -2.101 0.416  -0.270
O 0.100 -1.054 -0.389  -0.191
H -1.275 1.759 -2.169  0.242
H -0.620 0.212 -1.851  0.214
H 1.438 -2.041 2.287  0.398

Forces on atoms 1 to 3 (eV/Å):
-1.2 4.5 1.1
-0.5 0.7 1.0
0.0 -1.4 -1.2

Computed properties:
**Frontier orbital gap**: 11.060 eV
**Net charge**: 0
**SMILES string**: NC(=O)c1ncno1

What are the energy values for these records? In order: -109483.9882 -33578.1934 -11723.4027 eV.
What are the ΔE to the lowest compared entry with this formula, charge and spin values for these records? In order: 0.0 75.5 246.5 kJ/mol.